Run i
{"formula": "C21H27N3O4", "method": "wB97M-V/def2-TZVPD", "elements": ["C", "C", "N", "C", "C", "C", "O", "O", "C", "C", "O", "N", "C", "C", "C", "C", "C", "C", "C", "C", "O", "C", "C", "C", "C", "C", "N", "C", "H", "H", "H", "H", "H", "H", "H", "H", "H", "H", "H", "H", "H", "H", "H", "H", "H", "H", "H", "H", "H", "H", "H", "H", "H", "H", "H"], "positions_angstrom": [[2.6873, -3.0529, 1.0333], [3.1608, -2.4463, -0.2834], [2.0596, -2.3160, -1.2179], [1.2193, -1.2664, -1.1294], [0.1129, -1.1081, -1.9029], [-0.7480, 0.0593, -1.6130], [-1.9393, 0.0475, -1.4643], [0.0054, 1.1787, -1.4961], [-0.6466, 2.2683, -0.8756], [-0.6521, 1.9953, 0.6395], [-0.0713, 1.0131, 1.0666], [-1.3086, 2.8545, 1.4411], [-1.9905, 4.0535, 0.9885], [-1.2506, 5.3160, 1.4467], [-3.4724, 4.0604, 1.4318], [-3.7461, 3.0263, 2.5210], [-2.6044, 3.0498, 3.5277], [-1.3446, 2.4982, 2.8625], [-0.0639, 2.9175, 3.5835], [-0.2493, -2.0809, -2.9283], [-1.1886, -1.9749, -3.6973], [0.6804, -3.2243, -2.9680], [0.4741, -4.2789, -3.8611], [1.3473, -5.3425, -3.8774], [2.4278, -5.3396, -2.9882], [3.4069, -6.4695, -2.9593], [2.6357, -4.3525, -2.1372], [1.7944, -3.3181, -2.1172], [1.9169, -2.4307, 1.4832], [3.5207, -3.1340, 1.7255], [2.2796, -4.0454, 0.8594], [3.9059, -3.0932, -0.7484], [3.5869, -1.4550, -0.1131], [1.4467, -0.5332, -0.3674], [-1.6705, 2.3403, -1.2596], [-0.0673, 3.1596, -1.1221], [-1.9607, 4.0530, -0.1014], [-1.3480, 5.4722, 2.5163], [-0.1942, 5.2409, 1.1981], [-1.6639, 6.1826, 0.9363], [-3.7203, 5.0544, 1.8071], [-4.1161, 3.8610, 0.5747], [-4.6977, 3.2463, 3.0060], [-3.8134, 2.0293, 2.0815], [-2.4448, 4.0710, 3.8783], [-2.8399, 2.4349, 4.3968], [-1.3885, 1.4018, 2.8797], [0.0603, 3.9967, 3.5832], [0.7938, 2.4634, 3.0950], [-0.0997, 2.5712, 4.6133], [-0.3787, -4.2247, -4.5215], [1.2112, -6.1690, -4.5573], [2.8937, -7.4057, -2.7472], [3.8959, -6.5663, -3.9272], [4.1565, -6.2889, -2.1949]], "nbo_charge": [-0.616, -0.214, -0.369, 0.134, -0.340, 0.802, -0.571, -0.502, -0.185, 0.675, -0.650, -0.443, -0.034, -0.615, -0.407, -0.395, -0.412, -0.041, -0.614, 0.591, -0.596, -0.242, -0.082, -0.293, 0.265, -0.646, -0.488, 0.404, 0.213, 0.215, 0.216, 0.242, 0.202, 0.246, 0.225, 0.213, 0.212, 0.205, 0.212, 0.215, 0.202, 0.217, 0.215, 0.209, 0.192, 0.222, 0.230, 0.199, 0.227, 0.212, 0.242, 0.219, 0.225, 0.225, 0.232], "smiles": "CCn1cc(C(=O)OCC(=O)N2[C@H](C)CCC[C@@H]2C)c(=O)c2ccc(C)nc21", "homo_ev": -8.302, "spin_multiplicity": 1, "lumo_energy_ev": 0.4, "charge": 0, "orbital_gap_ha": 0.3216}



Run ii
{"formula": "C21H27N3O4", "method": "wB97M-V/def2-TZVPD", "elements": ["C", "H", "O", "C", "C", "C", "C", "C", "C", "H", "C", "H", "H", "H", "C", "O", "C", "H", "C", "C", "H", "C", "N", "C", "O", "C", "H", "H", "C", "C", "N", "N", "C", "O", "C", "H", "C", "H", "H", "H", "H", "H", "H", "C", "H", "H", "H", "H", "H", "H", "H", "H", "H", "H", "H"], "positions_angstrom": [[4.3470, 2.8300, -0.3826], [5.4847, 2.6608, -0.1729], [3.6714, 2.3676, 0.5396], [2.2105, 2.2954, 0.4393], [1.4700, 1.6112, 1.3859], [0.0170, 1.6445, 1.5418], [-0.7240, 2.1053, 0.5633], [0.0499, 2.8518, -0.7763], [1.4051, 2.8805, -0.7083], [2.0259, 3.2489, -1.4540], [-0.7032, 3.6031, -1.8198], [-1.3073, 2.7249, -2.4641], [0.0805, 3.6733, -2.6468], [-1.3372, 4.2461, -1.4791], [-2.1258, 2.1091, 0.2238], [-2.9205, 3.0151, 0.2121], [-2.6097, 0.5528, 0.6395], [-2.1819, 0.2190, 1.5337], [-4.0529, 0.7969, 0.7323], [-4.6691, -0.7073, 1.0074], [-5.7722, -0.7905, 0.8885], [-4.3296, -1.4376, -0.1960], [-2.7759, -1.3560, -0.4608], [-2.1122, -2.5638, -0.2945], [-2.5806, -3.5258, -0.5359], [-0.4559, -2.4937, -0.6462], [-0.2481, -1.9678, -1.3937], [-0.1686, -3.3383, -1.0026], [0.0458, -2.2192, 0.8210], [1.6419, -2.1080, 0.6274], [2.1186, -0.7900, 0.4779], [3.4203, -0.7827, 0.2519], [4.3432, -1.6532, -0.0826], [5.4664, -1.5780, -0.2841], [3.6135, -3.0741, -0.4690], [3.3481, -2.7072, -1.4719], [2.4861, -3.2966, 0.2704], [2.8182, -3.5385, 1.7117], [1.8639, -4.1059, 0.0878], [4.2755, -3.6745, -0.3451], [3.8662, 0.1082, 0.7148], [-0.3890, -1.1589, 1.3252], [-0.2112, -3.0169, 1.4529], [-2.3297, -0.2635, -0.6302], [-1.3072, -0.0417, -0.8749], [-2.6063, 0.2670, -1.5461], [-4.4044, -2.6940, -0.2268], [-4.5537, -1.2513, -1.2038], [-4.1843, -1.1385, 1.6708], [-4.5436, 1.3054, 1.7533], [-4.6143, 1.2436, -0.0903], [-0.4388, 1.3681, 2.2836], [2.1771, 1.4692, 2.2870], [4.1820, 2.2414, -1.3225], [4.2284, 3.8340, -0.4620]], "nbo_charge": [-0.207, 0.182, -0.510, 0.300, -0.239, -0.150, -0.117, 0.046, -0.290, 0.209, -0.631, 0.196, 0.239, 0.230, 0.594, -0.512, -0.350, 0.218, -0.377, -0.427, 0.225, -0.220, -0.493, 0.732, -0.555, -0.458, 0.197, 0.198, -0.421, 0.264, -0.276, -0.476, 0.702, -0.576, -0.530, 0.219, -0.358, 0.151, 0.225, 0.212, 0.399, 0.222, 0.215, -0.203, 0.233, 0.179, 0.236, 0.209, 0.187, 0.216, 0.230, 0.182, 0.226, 0.148, 0.156], "homo_ev": -8.238, "spin_multiplicity": 1, "lumo_energy_ev": 0.2, "charge": 0, "orbital_gap_ha": 0.3090}



Run iii
{"formula": "C21H27N3O4", "method": "wB97M-V/def2-TZVPD", "elements": ["C", "O", "C", "C", "C", "C", "C", "C", "N", "C", "C", "N", "N", "C", "C", "C", "C", "O", "C", "C", "O", "C", "C", "O", "C", "C", "C", "C", "H", "H", "H", "H", "H", "H", "H", "H", "H", "H", "H", "H", "H", "H", "H", "H", "H", "H", "H", "H", "H", "H", "H", "H", "H", "H", "H"], "positions_angstrom": [[-0.6366, 2.5862, 6.4023], [-0.0422, 2.0006, 5.2722], [1.2893, 2.2362, 5.0335], [2.0733, 3.0700, 5.8119], [3.4239, 3.2350, 5.5395], [3.9952, 2.5667, 4.4778], [3.2164, 1.7438, 3.6813], [1.8606, 1.5587, 3.9318], [1.0760, 0.6779, 3.1856], [1.7229, -0.3453, 2.3946], [0.7333, -1.5027, 2.1932], [-0.4841, -1.0322, 1.5740], [-0.5135, -1.1551, 0.2602], [-1.3189, -0.5570, -0.5304], [-1.2991, -0.8570, -1.9458], [-2.1811, -0.2167, -2.8059], [-2.1836, -0.4585, -4.1782], [-3.1151, 0.2647, -4.8601], [-3.3291, 0.0692, -6.2396], [-1.2696, -1.3756, -4.7123], [-1.2071, -1.6262, -6.0794], [-0.0040, -1.2036, -6.6936], [-0.4115, -2.0611, -3.8332], [0.5002, -2.9878, -4.3074], [-0.0715, -4.1472, -4.8824], [-0.4180, -1.7987, -2.4790], [-1.1035, 0.0326, 2.3391], [-0.1127, 1.1847, 2.5299], [-0.1405, 2.2748, 7.3272], [-0.6366, 3.6799, 6.3409], [-1.6657, 2.2290, 6.4095], [1.6459, 3.5912, 6.6538], [4.0170, 3.8839, 6.1655], [5.0447, 2.6877, 4.2558], [3.6740, 1.2453, 2.8411], [2.5999, -0.7133, 2.9287], [2.0315, 0.0294, 1.4039], [1.1686, -2.2660, 1.5483], [0.4826, -1.9370, 3.1652], [-2.0524, 0.1898, -0.2147], [-2.8923, 0.5042, -2.4324], [-3.5055, -0.9816, -6.4770], [-2.4917, 0.4384, -6.8376], [-4.2197, 0.6532, -6.4741], [0.1042, -0.1143, -6.6309], [0.8713, -1.6730, -6.2388], [-0.0812, -1.5023, -7.7381], [0.7650, -4.7534, -5.2268], [-0.6443, -4.7062, -4.1343], [-0.7240, -3.9082, -5.7259], [0.2604, -2.3268, -1.8304], [-1.3714, -0.3755, 3.3173], [-2.0089, 0.3777, 1.8413], [0.1414, 1.6077, 1.5418], [-0.5621, 1.9637, 3.1412]], "nbo_charge": [-0.248, -0.509, 0.261, -0.284, -0.221, -0.225, -0.258, 0.196, -0.464, -0.232, -0.213, -0.236, -0.206, -0.026, -0.058, -0.247, 0.264, -0.495, -0.237, 0.188, -0.545, -0.255, 0.258, -0.526, -0.252, -0.256, -0.248, -0.230, 0.178, 0.175, 0.199, 0.216, 0.212, 0.212, 0.214, 0.214, 0.176, 0.224, 0.196, 0.156, 0.218, 0.187, 0.172, 0.187, 0.171, 0.194, 0.190, 0.191, 0.174, 0.186, 0.238, 0.212, 0.209, 0.173, 0.231], "smiles": "COc1ccccc1N1CCN(/N=C/c2cc(OC)c(OC)c(OC)c2)CC1", "homo_ev": -7.271, "spin_multiplicity": 1, "lumo_energy_ev": 0.8, "charge": 0, "orbital_gap_ha": 0.2965}



What should be chosen as the least stable of them? Choose run ii.



Run i
{"formula": "C5H23NO8", "method": "wB97M-V/def2-TZVPD", "elements": ["C", "C", "C", "O", "C", "N", "C", "O", "H", "H", "H", "H", "H", "H", "H", "H", "H", "H", "H", "H", "H", "O", "H", "H", "O", "H", "H", "O", "H", "H", "O", "H", "H", "O", "H", "H", "O"], "positions_angstrom": [[0.1825, -0.0199, -0.2950], [0.8586, 0.9534, -1.2730], [0.4936, 2.3898, -0.9721], [2.2616, 0.8370, -1.1111], [-0.3634, -1.2417, -0.9723], [-0.3915, -2.4417, -0.2804], [0.2461, -2.6370, 0.9956], [-0.8366, -1.2503, -2.1043], [0.9181, -0.3050, 0.4628], [-0.6417, 0.4303, 0.2559], [0.6170, 0.7474, -2.3239], [1.0174, 3.1048, -1.6009], [-0.5768, 2.5845, -1.0557], [0.7670, 2.6453, 0.0568], [2.5387, -0.0983, -1.0865], [-0.7163, -3.2684, -0.7891], [-0.1239, -1.8764, 1.6937], [1.3378, -2.5176, 0.9188], [0.0183, -3.6323, 1.3670], [2.9172, -0.7317, 0.9808], [3.6892, -2.0660, 0.6294], [2.8547, -1.5851, 0.4555], [-3.3524, 0.4073, -0.6970], [-3.0343, -0.8540, 0.1376], [-3.3959, 0.0428, 0.2162], [-2.0780, 0.0736, -2.4387], [-2.6029, 1.4291, -2.9225], [-2.8433, 0.6805, -2.3569], [-2.6058, 0.9683, 1.4430], [-2.5576, 2.3696, 2.1160], [-2.1759, 1.4870, 2.1615], [-0.4420, 1.1420, 2.4322], [0.5215, 0.9682, 3.6454], [0.4688, 0.8540, 2.7055], [2.7646, 1.2272, 0.5587], [2.0349, 1.0151, 1.9479], [2.8971, 0.9591, 1.4844]], "mulliken_spin": [-0.034, -0.009, -0.001, 0.004, -0.053, 0.633, 0.058, 0.264, -0.007, -0.001, 0.003, 0.000, 0.000, 0.000, -0.001, -0.028, 0.028, 0.082, 0.012, -0.002, 0.001, 0.042, 0.001, -0.001, 0.000, 0.002, 0.000, 0.006, 0.000, 0.000, 0.000, 0.000, 0.000, 0.000, 0.000, 0.000, 0.001], "homo_ev": [-13.993, -13.978], "s2": 0.768, "spin_multiplicity": 2, "lumo_energy_ev": [-3.6, -8.9], "charge": 1, "orbital_gap_ha": [0.3817, 0.1855]}



Run ii
{"formula": "C5H23NO8", "method": "wB97M-V/def2-TZVPD", "elements": ["O", "C", "N", "C", "C", "C", "O", "C", "H", "H", "H", "H", "H", "H", "H", "H", "H", "H", "H", "H", "H", "O", "H", "H", "O", "H", "H", "O", "H", "H", "O", "H", "H", "O", "H", "H", "O"], "positions_angstrom": [[-2.0939, 1.8233, 2.5439], [-1.7301, 2.1351, 1.4290], [-0.6777, 1.6825, 0.7522], [-0.6980, 1.6035, -0.7088], [-1.7113, 0.5009, -1.1834], [-1.1781, -0.9428, -1.0854], [-2.7205, 0.5825, -0.2089], [-0.9474, 2.9105, -1.3065], [-2.3159, 2.9758, 0.7800], [0.0491, 1.0805, 1.1530], [0.4452, 1.2745, -0.9368], [-2.1432, 0.9727, -2.1419], [-1.2243, -1.2256, -0.0823], [-0.0991, -1.2143, -1.3139], [-1.7794, -1.6051, -1.6099], [-3.4728, 0.9953, -0.6963], [-0.9200, 2.9023, -2.3638], [-1.9316, 3.3072, -1.1958], [-0.3807, 3.7555, -0.8963], [2.7453, -0.8455, -1.5351], [2.0837, -0.3883, -0.0164], [2.0302, -0.9955, -0.8250], [2.5092, -3.0153, -0.5717], [3.0766, -3.8963, 0.4290], [3.1613, -3.7448, -0.4132], [0.2839, -1.3054, 3.2318], [1.1610, -2.7281, 3.4924], [1.1306, -1.7071, 3.2718], [5.2954, 0.1965, -0.9534], [4.5996, -1.1420, -1.0240], [4.6475, -0.3873, -0.5605], [1.8773, -0.5081, 2.0248], [2.0635, 1.1746, 1.8250], [1.7130, 0.3139, 1.4253], [-4.3969, -1.9101, -0.9038], [-4.1053, -0.9031, 0.1938], [-4.3460, -1.7224, -0.0187]], "mulliken_spin": [0.558, -0.094, 0.395, -0.028, 0.068, 0.007, 0.026, 0.026, 0.030, -0.023, 0.021, 0.000, -0.001, -0.002, 0.004, -0.001, 0.009, 0.008, -0.007, 0.000, 0.000, 0.002, 0.000, 0.000, 0.000, 0.000, 0.000, 0.000, 0.000, 0.000, 0.000, 0.000, 0.000, 0.000, 0.000, 0.000, 0.001], "homo_ev": [-13.325, -13.324], "s2": 0.772, "spin_multiplicity": 2, "lumo_energy_ev": [-3.1, -8.6], "charge": 1, "orbital_gap_ha": [0.3768, 0.1725]}



What should be chosen as the least stable of them? Choose run ii.